(i)
A 2-piece molecular cluster, C27H47FIN2O2P2 overall, computed with ωB97M-V with the def2-TZVPD basis set.

## Properties
Charge: +1
Lowest unoccupied orbital energy (eV): -3.034
HOMO (eV): -11.0321
Gap between HOMO and LUMO (eV): 8.00

Each line ends with the Löwdin charge.
Element x y z (Å)
1 I -0.77944 -6.15017 1.51446  0.70
2 P -3.70863 -0.55674 2.99152  0.72
3 P 2.49972 1.59477 -0.37713  1.01
4 F -7.89765 -6.09272 1.48516  0.02
5 O -6.69572 -5.80318 -1.17195  0.18
6 O -9.14750 -3.22801 1.63753  0.19
7 N -8.04872 -5.01184 0.61484  0.03
8 N -2.24038 -0.24636 2.46001  -0.34
9 C 3.05989 -1.12135 0.51614  -0.22
10 C -6.83975 -5.10993 -0.22308  -0.31
11 C -0.02419 3.15554 -2.52065  -0.25
12 C -4.60526 -1.87841 2.02738  -0.29
13 C 6.34564 3.90145 -0.98169  -0.10
14 C 2.61473 0.29877 0.88291  -0.27
15 C 2.75312 5.03888 -0.96293  -0.26
16 C -5.91273 -4.05947 0.44489  0.01
17 C 4.04819 1.58820 -1.27573  -0.26
18 C -6.04812 -2.15173 2.17050  0.00
19 C -3.61125 -4.65909 -0.63226  -0.15
20 C -3.86085 -2.73174 1.08793  -0.01
21 C -2.94524 -6.21001 1.41247  -0.64
22 C 1.16521 1.08841 -1.45026  -0.27
23 C 2.16337 3.03626 0.62853  -0.26
24 C 1.84884 4.44964 0.12434  -0.22
25 C 0.77077 1.86505 -2.71002  -0.22
26 C -6.65447 -3.19976 1.38679  -0.03
27 C 5.35657 1.60892 -0.47277  -0.22
28 C -3.52639 -6.11756 -0.04457  -0.28
29 C 5.77496 2.97046 0.08121  -0.25
30 C -1.16062 3.07785 -1.50874  -0.10
31 C 2.06095 -2.01680 -0.22374  -0.26
32 C -4.49037 -3.79120 0.31211  -0.14
33 C 0.67264 -2.06699 0.39299  -0.11
34 C -8.11841 -3.71110 1.30232  -0.31
35 C 3.69550 6.11741 -0.43839  -0.10
36 H 1.99459 -1.72814 -1.27562  0.09
37 H 3.32081 4.26224 -1.47634  0.07
38 H 0.15675 1.19484 -3.32003  0.12
39 H 5.64218 4.07240 -1.79995  0.06
40 H 0.28188 0.86744 -0.84650  0.10
41 H 2.13130 5.51010 -1.72954  0.11
42 H 3.33854 0.67639 1.61411  0.10
43 H 0.66234 3.95798 -2.25187  0.07
44 H 3.98468 -1.08349 -0.06591  0.10
45 H -0.82001 2.75023 -0.52353  0.06
46 H 5.28197 0.90584 0.36064  0.10
47 H -6.66561 -1.56404 2.88258  0.12
48 H -1.94021 2.39165 -1.84699  0.08
49 H -4.52989 -6.61404 -0.05034  0.11
50 H 3.31395 -1.62784 1.45277  0.12
51 H 2.98203 3.11686 1.35081  0.10
52 H 1.49019 0.12051 -1.84032  0.09
53 H 6.54312 2.81426 0.84354  0.12
54 H -4.16223 -4.71851 -1.61393  0.13
55 H 0.70439 -2.49426 1.39744  0.08
56 H 1.66367 0.27170 1.42300  0.10
57 H 4.04279 0.64979 -1.84295  0.11
58 H 6.16004 1.23377 -1.11275  0.12
59 H -2.04110 -0.85154 1.66167  -0.09
60 H 1.84457 5.11542 0.99266  0.12
61 H 0.81554 4.46941 -0.22403  0.08
62 H 4.29453 5.75716 0.40084  0.07
63 H 0.21032 -1.07870 0.45617  0.04
64 H 4.05518 2.36760 -2.04077  0.09
65 H 7.25847 3.48363 -1.41280  0.08
66 H 6.59225 4.86877 -0.54214  0.08
67 H 2.46787 -3.03249 -0.23968  0.12
68 H -2.62341 -4.18038 -0.83143  0.10
69 H -2.84146 -6.69747 -0.71417  0.10
70 H 3.13113 6.99008 -0.10381  0.08
71 H -3.24207 -7.21986 1.80485  0.05
72 H 1.30032 2.74693 1.24278  0.11
73 H -1.61052 4.06353 -1.37804  0.08
74 H -3.60443 -0.96294 4.36262  0.01
75 H 4.94051 3.45760 0.58902  0.08
76 H 4.37283 6.44586 -1.22881  0.08
77 H -2.76714 -2.59333 0.93582  0.09
78 H 1.66507 2.07969 -3.30305  0.11
79 H -4.52846 0.61969 2.94359  0.01
80 H 0.01319 -2.69022 -0.21510  0.07
81 H -0.43840 3.45171 -3.48820  0.12
82 H -3.35651 -5.45331 2.12366  0.04

***

(ii)
A 2-piece molecular cluster, C27H47FIN2O2P2 overall, computed with ωB97M-V with the def2-TZVPD basis set.

## Properties
Charge: +1
Lowest unoccupied orbital energy (eV): -2.970
HOMO (eV): -11.4473
Gap between HOMO and LUMO (eV): 8.48

Each line ends with the Löwdin charge.
Element x y z (Å)
1 I 4.15760 4.89259 0.67069  0.76
2 P 3.56929 -1.17279 -1.21052  0.75
3 P -2.07325 -0.75793 1.66577  1.02
4 F 7.60919 2.75935 -5.21107  0.02
5 O 6.64176 -0.00948 -6.05317  0.21
6 O 5.03558 4.13562 -5.50689  0.20
7 N 2.32264 -0.85970 -0.30047  -0.31
8 N 6.42811 2.28709 -5.81113  0.06
9 C 4.43264 4.87134 -2.39636  -0.29
10 C -3.91414 -3.71700 1.24421  -0.25
11 C 5.36731 3.05653 -5.16359  -0.32
12 C -5.57659 -2.13358 4.17873  -0.10
13 C 5.30976 0.90603 -4.24700  -0.07
14 C -2.88559 -1.81561 -1.74185  -0.25
15 C 4.97640 -0.12487 -3.40136  0.00
16 C -0.73045 0.00237 2.60634  -0.27
17 C -1.96869 -0.08726 0.00172  -0.26
18 C -2.99724 -0.43759 -1.08626  -0.21
19 C -4.11844 -1.76227 4.43447  -0.25
20 C -1.64886 -2.50340 1.81591  -0.25
21 C -0.73994 1.50875 2.91230  -0.22
22 C -0.41715 2.45884 1.75620  -0.25
23 C 5.20990 4.50101 -1.14802  -0.64
24 C -4.40411 -4.77215 2.23475  -0.10
25 C 4.08842 0.13105 -2.36189  -0.32
26 C 3.58788 1.42987 -2.19586  -0.01
27 C 4.80729 2.18507 -4.09914  -0.03
28 C 0.80523 2.03385 0.95919  -0.12
29 C -1.46928 -2.23169 -2.12629  -0.10
30 C 6.21948 0.89539 -5.42590  -0.32
31 C -2.38181 -3.66775 1.12994  -0.21
32 C 3.36932 3.86377 -2.83984  -0.14
33 C -3.76358 -0.36069 3.93575  -0.22
34 C 3.92717 2.47678 -3.06045  -0.13
35 C -3.62018 -0.21825 2.41258  -0.26
36 H 1.96576 0.06640 -0.48242  -0.09
37 H 2.53454 3.82125 -2.14699  0.10
38 H -1.59067 -2.70393 2.88997  0.10
39 H -5.83820 -2.07517 3.11970  0.06
40 H -0.94684 -0.22264 -0.36038  0.09
41 H -2.07574 0.98910 0.16069  0.08
42 H -4.47235 -0.66602 1.89717  0.09
43 H -0.60468 -2.54181 1.48111  0.11
44 H 0.67986 1.03520 0.54353  0.01
45 H 3.37739 -2.29804 -2.03264  0.01
46 H -1.96473 -4.58588 1.54753  0.12
47 H 5.14798 5.04147 -3.19423  0.10
48 H -5.78006 -3.14962 4.51343  0.08
49 H -4.33759 -3.95972 0.26793  0.11
50 H 6.09813 5.11637 -1.10646  0.04
51 H -3.94791 -4.64633 3.21888  0.07
52 H 2.91001 1.66055 -1.38752  0.09
53 H -4.00805 -0.30819 -0.69017  0.11
54 H 0.97937 2.71614 0.12491  0.07
55 H -3.46164 -2.51268 3.98737  0.08
56 H -4.32441 -2.74109 1.51092  0.07
57 H -3.50667 -1.81069 -2.63925  0.12
58 H -0.25315 3.45244 2.17743  0.12
59 H 5.39971 -1.10771 -3.55226  0.13
60 H -6.24407 -1.46252 4.72057  0.08
61 H -4.15902 -5.77204 1.87627  0.08
62 H -3.33455 -2.56705 -1.09049  0.07
63 H 5.53193 3.46757 -1.11801  0.04
64 H -3.67545 0.84849 2.16527  0.11
65 H -1.46902 -3.24806 -2.51966  0.08
66 H 4.69993 -1.49242 -0.43773  0.01
67 H -0.72478 -0.52568 3.56546  0.10
68 H -4.54362 0.32949 4.26139  0.12
69 H 1.70334 2.03002 1.57857  0.09
70 H 2.98824 4.21126 -3.79690  0.12
71 H 0.01243 1.66017 3.68889  0.12
72 H 0.20563 -0.28944 2.11992  0.10
73 H -0.78261 -2.21892 -1.27673  0.05
74 H -3.93333 -1.80206 5.50926  0.12
75 H -1.27559 2.57728 1.08984  0.09
76 H -1.69327 1.80536 3.35816  0.10
77 H -5.48603 -4.72037 2.35410  0.08
78 H 3.92101 5.81111 -2.20531  0.10
79 H -1.06080 -1.57573 -2.89690  0.08
80 H -2.88349 0.31623 -1.86819  0.12
81 H -2.08836 -3.69025 0.08074  0.08
82 H -2.84426 -0.02512 4.42176  0.10

***

How do the energies compare? Relative to the most stable structure, in kJ/mol: (i) 176.4; (ii) 0.0.

***

(i)
An isolated molecule of C2H2FI3O, computed with ωB97M-V with the def2-TZVPD basis set.

## Properties
Charge: 0
Lowest unoccupied orbital energy (eV): -0.660
HOMO (eV): -9.1040
Gap between HOMO and LUMO (eV): 8.44

Each line ends with the Löwdin charge.
Element x y z (Å)
1 I 0.17951 2.42255 0.13453  0.92
2 I -0.65082 -2.55710 0.05208  0.84
3 I -2.69205 0.60322 0.45216  0.73
4 F 0.10878 0.16345 -1.63369  -0.07
5 O 1.72546 -0.10476 0.06907  -0.20
6 C -0.78282 -0.47219 0.50379  -1.21
7 C 0.16181 0.37194 -0.29989  -1.12
8 H -0.26766 -0.13907 1.45737  0.04
9 H 2.21778 -0.28804 -0.73541  0.05

***

(ii)
C2H2FI3O as an isolated structure, computed with ωB97M-V with the def2-TZVPD basis set.

## Properties
Charge: 0
Lowest unoccupied orbital energy (eV): -1.065
HOMO (eV): -9.7125
Gap between HOMO and LUMO (eV): 8.65

Each line ends with the Löwdin charge.
Element x y z (Å)
1 I -4.09252 1.28211 0.19902  0.90
2 I 0.53554 1.44554 -0.66963  0.80
3 I -2.32949 -1.80868 -0.32067  0.74
4 F 1.27693 -1.91101 -0.51111  -0.13
5 O -1.36642 0.84470 1.50458  -0.07
6 C -1.29060 0.77412 0.33105  -1.16
7 C -2.38307 0.43526 -0.63442  -1.15
8 H -2.21373 0.47836 -1.72870  0.01
9 H 1.05635 -2.76340 -0.27416  0.05

***

How do the energies compare? Relative to the most stable structure, in kJ/mol: (i) 102.7; (ii) 0.0.

***

(i)
A 2-piece molecular cluster, C6H12O2 overall, computed with ωB97M-V with the def2-TZVPD basis set.

## Properties
Spin multiplicity: 2
Charge: +1
Lowest unoccupied orbital energy (alpha / beta) (eV): -4.748 / -8.239
HOMO (alpha / beta) (eV): -14.7076 / -14.7085
Gap between HOMO and LUMO (alpha / beta) (eV): 9.96 / 6.47

Each line ends with the Löwdin charge.
Element x y z (Å)
1 O -0.22595 0.63385 -2.59903  -0.06
2 O 0.06999 -2.96280 -0.84270  -0.03
3 C -1.05259 -1.10254 1.82537  -0.01
4 C -0.15480 0.04878 1.60201  -0.31
5 C 0.22186 0.38194 0.30457  -0.04
6 C 0.46258 0.63668 2.64384  0.23
7 C 0.29726 1.49694 -0.41802  0.05
8 C 0.59372 1.61171 -1.91324  -0.20
9 H 0.17034 -2.42632 -1.63308  0.04
10 H 0.61384 -0.50163 -0.18426  0.14
11 H -0.17136 -2.39152 -0.10369  -0.02
12 H 0.23039 2.64362 -2.09057  0.13
13 H -1.41529 -0.85454 2.83418  0.10
14 H -0.96217 1.16857 -3.00922  0.13
15 H -0.16253 2.51876 0.00244  0.18
16 H 0.50773 0.12477 3.71572  0.17
17 H 1.63881 1.54890 -2.15941  0.13
18 H -0.37413 -1.97140 1.94584  0.13
19 H -1.94678 -1.21569 1.07647  0.16
20 H 0.91066 1.54708 2.87226  0.08

***

(ii)
An isolated ion of composition C6H12O2 and charge +1, computed with ωB97M-V with the def2-TZVPD basis set.

## Properties
Spin multiplicity: 2
Charge: +1
Lowest unoccupied orbital energy (alpha / beta) (eV): -5.000 / -9.909
HOMO (alpha / beta) (eV): -15.1189 / -15.1151
Gap between HOMO and LUMO (alpha / beta) (eV): 10.12 / 5.21

Each line ends with the Löwdin charge.
Element x y z (Å)
1 O 1.90338 -1.20519 -1.67632  0.43
2 O 3.32482 -0.59081 -0.18506  0.27
3 C -1.33435 0.44244 0.77276  -0.21
4 C 1.05776 -0.05075 0.27216  -0.03
5 C 2.10454 -0.58363 -0.61486  -0.36
6 C -1.90425 -0.81727 1.47095  -0.08
7 C -0.33018 0.12065 -0.36034  -0.37
8 C -0.31335 1.23979 -1.39929  -0.04
9 H 0.65819 1.36363 -1.87512  0.08
10 H -2.16058 1.00924 0.35822  0.11
11 H -0.70688 -0.80945 -0.77871  0.13
12 H -2.98217 -0.76130 1.61204  0.08
13 H 3.96081 -0.99663 -0.81432  0.19
14 H 1.33381 0.91564 0.68690  0.17
15 H -1.31172 -1.10850 2.33703  0.08
16 H -0.72153 2.17123 -1.02429  0.09
17 H -0.78661 1.02423 1.51957  0.12
18 H -1.88637 -1.65189 0.75883  0.07
19 H 1.07952 -0.67822 1.16432  0.17
20 H -0.98483 0.96681 -2.22447  0.10

***

How do the energies compare? Relative to the most stable structure, in kJ/mol: (i) 183.5; (ii) 0.0.